# C2H5NOS

An isolated molecule of C2H5NOS in a non-equilibrium geometry (the ωB97M-V functional and the def2-TZVPD basis, the Open Molecules 2025 dataset).

```
10
Properties=species:S:1:pos:R:3
C -1.355 0.422 0.365
C -0.789 -0.935 0.051
N 0.637 -0.690 -0.567
O 2.200 1.201 -0.119
S 1.885 -0.374 0.243
H -1.532 1.083 -0.407
H -1.160 0.758 1.266
H -0.513 -1.645 0.826
H -1.228 -1.409 -0.696
H 1.857 1.589 -0.964
```

The calculation puts the largest force on an atom at 0.100 hartree/bohr. The calculation puts the LUMO energy (alpha / beta) at -0.71 / -0.16 eV. The frontier orbital gap (alpha / beta) is 7.980 / 7.925 eV. For the energy above the lowest of the compared OMol25 structures with the same formula, charge and spin, the calculation gives 507.7 kJ/mol. The total energy comes out at -607.213462 Eh. Its HOMO energy (alpha / beta) is -8.690 / -8.085 eV.